*1*
The following is a quantum chemistry calculation of an isolated ion of composition C2H4O3P and charge -1, from the Open Molecules 2025 dataset.

Bonds (Å) are listed after each position.
Cartesian coordinates (Å):
1 C -2.182 0.028 -0.002  O3 1.196, O4 1.166, P6 2.256
2 C 1.559 -0.519 -0.459  O5 1.403, P6 1.755, H7 1.110
3 O -2.515 -0.981 -0.550  C1 1.196
4 O -2.470 1.058 0.462  C1 1.166
5 O 2.286 -1.266 0.480  C2 1.403, H8 0.969
6 P 0.064 0.237 0.062  C1 2.256, C2 1.755, H9 1.438, H10 1.393
7 H 2.129 0.338 -0.873  C2 1.110
8 H 1.633 -1.394 1.184  O5 0.969
9 H -0.448 1.406 0.725  P6 1.438
10 H -0.056 1.094 -1.030  P6 1.393

Values from the calculation:
- total charge = -1
- Kohn-Sham gap (Eh) = 0.2337
- HOMO (eV) = -2.34

***

*2*
The following is a quantum chemistry calculation of an isolated ion of composition C2H4O3P and charge -1, from the Open Molecules 2025 dataset.

Bonds (Å) are listed after each position.
Cartesian coordinates (Å):
1 C 0.580 1.935 0.376  O4 1.210, P6 2.004, H7 1.146
2 C 0.077 -0.920 -0.055  P6 1.903, H8 1.175, H9 1.179, H10 1.077
3 O -2.079 0.695 0.586  P6 1.497
4 O 0.552 2.441 -0.723  C1 1.210
5 O -0.437 0.325 2.437  P6 1.464
6 P -0.655 0.485 0.999  C1 2.004, C2 1.903, O3 1.497, O5 1.464
7 H 0.995 2.418 1.328  C1 1.146
8 H 1.224 -0.820 0.178  C2 1.175
9 H -0.353 -2.003 0.126  C2 1.179
10 H -0.077 -0.586 -1.067  C2 1.077

Values from the calculation:
- total charge = -1
- Kohn-Sham gap (Eh) = 0.3098
- HOMO (eV) = -4.32

***

Relative calculated energies, zero for the most stable structure, unit kcal/mol: *1* 102.8; *2* 0.0.